Molecular formula: C28H78N2O20
Method: DFT, the ωB97M-V functional and the def2-TZVPD basis

Each line ends with the Löwdin charge.
Positions of all 128 atoms, in Å:
O 2.309127 2.154167 0.981520  -0.080
O 1.003310 -3.331444 -1.489030  -0.070
O 1.982308 -0.714755 -3.720095  -0.246
O -0.827873 -0.233969 0.266534  -0.078
O -3.084562 2.270278 5.635317  -0.080
O 2.388742 -0.183246 3.591387  -0.068
O -1.060808 2.922079 3.676915  -0.062
O 1.935637 3.422039 -4.261850  -0.099
O -2.821864 0.553683 -3.254146  -0.049
O -4.086723 -1.829521 0.846091  -0.193
O 3.147360 2.873900 -6.986629  -0.223
O 1.916235 -0.175186 -0.758139  -0.076
O -0.285590 -3.125367 0.862064  -0.051
O 1.691217 0.222633 6.247518  -0.067
O -0.941457 -4.868551 5.757165  -0.189
O -1.519410 -1.833008 -2.069247  -0.099
O -2.119692 -0.376206 4.390289  -0.108
O -2.851304 1.354429 1.833595  -0.077
O 4.570008 3.557571 -4.424266  -0.085
O -0.848071 2.627355 -3.856946  -0.088
N 3.727123 0.479492 -5.731437  -0.043
N -3.187828 -2.964640 3.504814  -0.092
C -3.016078 2.737289 2.131221  -0.235
C 3.899803 1.870546 -7.719965  -0.178
C -2.402747 1.494132 -2.272705  -0.224
C 0.897354 -0.468865 -4.642770  -0.046
C 4.187203 -0.429865 -4.687877  -0.193
C -1.422471 -3.294789 -2.101692  -0.183
C 3.333132 1.459326 0.214357  -0.214
C -2.969626 -0.246621 5.508440  -0.237
C -4.562882 -2.837334 3.039756  -0.170
C 3.971593 3.490678 -3.099054  -0.205
C -0.005849 -3.761552 -2.388306  -0.212
C -4.893460 -1.684680 2.019035  -0.186
C -0.646483 -0.808570 1.577096  -0.203
C 2.022833 1.345622 5.421365  -0.229
C -2.908296 -3.860058 4.599143  -0.204
C 2.010622 3.220909 -7.708918  -0.130
C -1.422347 -4.615368 7.061524  -0.122
C 1.658661 0.994623 4.010878  -0.236
C 2.993565 0.018855 0.111668  -0.254
C -0.972897 1.979959 -2.568936  -0.212
C -1.687019 3.339766 2.452842  -0.214
C 3.097377 -1.410449 -4.257755  -0.202
C -2.641454 1.033204 6.250827  -0.218
C 0.202178 -2.023316 1.615601  -0.217
C -4.482575 -0.990193 -0.231787  -0.087
C 4.710271 1.064384 -6.670361  -0.188
C 2.501765 4.062941 -3.100837  -0.193
C -1.393150 -3.895965 4.779927  -0.189
H 0.591204 0.693581 3.914714  0.091
H -2.446553 1.146658 -1.235252  0.098
H 3.527343 1.885946 -0.768456  0.090
H 0.642404 -1.471118 -5.025357  0.090
H -0.375488 -0.043550 2.304849  0.092
H 2.486903 -0.017521 6.725935  0.085
H 0.494199 -2.336268 2.619856  0.115
H -2.367852 -1.194942 3.953201  0.023
H 5.059669 -0.928744 -5.055363  0.108
H 2.200068 -0.185127 -1.692434  0.082
H -3.805151 2.971432 2.832666  0.119
H -3.984017 -0.117508 5.085620  0.126
H -1.523858 -1.396174 -1.183018  0.066
H 1.228584 0.127449 -5.515139  0.089
H 3.295670 1.208679 -8.304615  0.105
H 0.185671 -3.259385 -3.363166  0.112
H -2.478962 -4.806392 7.198489  0.077
H 1.253172 2.445986 -7.714495  0.086
H -0.906948 -5.331672 7.669632  0.081
H 4.288404 1.633346 0.769387  0.138
H 4.703193 3.918614 -2.418169  0.113
H 2.819765 -1.976367 -5.150811  0.122
H 1.481148 2.257940 5.739188  0.126
H 4.552410 2.479076 -8.417549  0.141
H -3.431693 -3.489934 5.489710  0.116
H -0.826594 2.007592 3.530536  0.037
H -0.941827 -4.258536 3.828188  0.133
H -2.393982 -0.255513 -3.001388  0.030
H -0.281851 1.164165 -2.573694  0.082
H -5.212257 -2.681113 3.891966  0.110
H -3.175394 -4.877347 4.297931  0.130
H 0.030966 -0.155804 -0.177389  0.054
H -5.502514 -1.150457 -0.536806  0.082
H -1.675097 -1.019172 1.881323  0.095
H 3.096523 1.567824 5.497101  0.129
H 0.149501 -0.042097 -4.013261  0.051
H -1.063816 3.080858 1.576295  0.125
H 5.510053 1.718658 -6.286659  0.113
H -1.202369 -3.613039 7.417639  0.087
H 1.970709 3.903729 -2.165824  0.103
H 3.355201 -2.064326 -3.396498  0.133
H -1.563427 1.060261 6.504624  0.126
H -0.903997 -2.960100 5.050454  0.117
H 1.177952 -1.749723 1.144671  0.112
H 2.177416 3.434400 -8.754242  0.079
H -2.444479 0.997921 2.648125  0.047
H 2.719708 -0.325488 1.106593  0.096
H 3.967713 -0.496870 -0.139995  0.147
H -2.323332 2.714901 5.209026  0.055
H -4.851605 -3.829372 2.572314  0.132
H 1.123555 -2.374366 -1.485863  0.068
H -3.199349 0.960990 7.183163  0.110
H -2.044020 -3.672083 -2.877250  0.112
H -3.839897 -1.291882 -1.051041  0.074
H -2.573513 -3.171931 2.748663  0.098
H 2.530842 5.125952 -3.205259  0.100
H 0.033582 -4.826314 -2.576817  0.124
H 5.297923 0.304225 -7.187461  0.112
H -3.281721 3.122416 1.144824  0.122
H 2.412078 -0.699937 4.406642  0.073
H -4.401509 0.062699 0.003058  0.077
H -2.916294 -1.159662 6.124887  0.117
H 1.012747 3.140761 -3.963981  0.077
H 3.835696 2.459102 -2.742559  0.074
H 1.774243 1.891626 3.392294  0.113
H 1.614709 4.149400 -7.289090  0.097
H -4.656928 -0.722310 2.470648  0.106
H -3.029551 2.401228 -2.319446  0.129
H 0.425632 -3.474056 0.354963  0.038
H 4.531088 0.135100 -3.798589  0.116
H -0.723663 2.786491 -1.875410  0.122
H -1.736158 -3.702192 -1.186907  0.094
H -1.817397 4.421124 2.457025  0.125
H -1.416700 2.106575 -4.443156  0.093
H -5.977136 -1.806031 1.825691  0.126
H 3.899880 3.222294 -5.055947  0.036
H 3.152133 1.232831 -5.360835  0.083
H 1.592334 2.406247 0.353162  0.089

Atoms 1-3, force components in eV/Å:
O -0.2248 0.2936 -1.5731
O 0.1939 -0.9273 0.3875
O -0.3686 0.6488 -0.1674

The LUMO energy comes out at 0.496 eV. The value obtained for the electronic energy is -74224.7646 eV. As for the relative energy (zero: lowest compared OMol25 entry of this formula, charge and spin): 0.0 kcal per mole. The SMILES is COCCNCCOC.COCCNCCOC.OCCO.OCCO.OCCO.OCCO.OCCO.OCCO.OCCO.OCCO.